# 1
Density functional theory data (the ωB97M-V functional and the def2-TZVPD basis) for C21H56AsCaF6O21S7 as an isolated structure.

XYZ file:
```
113
Properties=species:S:1:pos:R:3:mulliken_charge:R:1
Ca 0.18 -0.16 0.19 2.718
As 1.67 -2.31 3.29 2.010
F 1.00 -1.59 1.76 -0.037
F 1.29 -0.76 4.19 -0.559
F 2.31 -3.04 4.80 -0.508
F 2.21 -3.77 2.38 -0.532
F 3.27 -1.57 2.89 -0.546
F 0.08 -3.04 3.68 -0.518
O -3.48 -1.23 2.50 -0.826
S -2.50 -0.19 2.84 1.272
O -1.26 -0.06 2.04 -0.401
O -3.21 1.27 3.06 0.270
C -4.54 1.34 3.62 -0.399
C -5.26 2.68 3.38 -1.179
C -2.09 -0.35 4.64 -0.797
H -4.51 1.08 4.68 0.301
H -5.14 0.60 3.09 0.408
H -6.34 2.65 3.56 0.441
H -5.14 3.06 2.37 0.193
H -4.96 3.42 4.12 0.320
H -3.03 -0.60 5.14 0.479
H -1.60 0.54 5.02 0.053
H -1.41 -1.21 4.70 0.266
O -1.15 -2.09 -0.14 -1.552
S -1.91 -3.22 -0.71 1.081
O -2.28 -3.19 -2.17 -0.694
O -1.00 -4.57 -0.45 -0.260
C -0.51 -4.90 0.87 0.253
C 0.39 -6.12 0.61 -1.179
C -3.45 -3.58 0.30 -1.035
H -1.32 -5.15 1.55 0.557
H 0.14 -4.13 1.29 -0.205
H 1.41 -5.75 0.52 0.036
H 0.18 -6.58 -0.36 0.284
H 0.35 -6.78 1.47 0.501
H -4.00 -4.46 -0.02 0.387
H -4.12 -2.72 0.24 0.354
H -3.03 -3.58 1.30 0.351
O 1.26 1.06 1.81 -0.463
S 1.44 2.29 2.59 0.011
O 1.77 3.50 1.84 -0.677
O 0.04 2.60 3.44 0.327
C -0.11 3.85 4.13 -0.372
C -1.31 3.75 5.07 -1.109
C 2.69 2.05 3.86 -1.246
H -0.25 4.65 3.40 0.260
H 0.73 3.95 4.82 0.458
H -1.04 3.09 5.89 0.347
H -2.18 3.32 4.56 -0.013
H -1.62 4.74 5.40 0.414
H 2.25 1.78 4.82 0.307
H 3.35 2.91 3.97 0.490
H 3.40 1.27 3.59 0.365
O 4.64 0.14 -0.87 -0.712
S 3.53 0.98 -1.32 0.896
O 2.17 0.85 -0.80 0.143
O 4.10 2.57 -1.13 -0.472
C 3.20 3.67 -1.09 0.361
C 3.39 4.65 -2.24 -1.366
C 3.48 0.95 -3.17 -0.468
H 3.46 4.16 -0.15 0.375
H 2.14 3.44 -0.97 -0.155
H 3.19 4.09 -3.15 0.278
H 4.43 4.97 -2.22 0.397
H 2.75 5.52 -2.09 0.326
H 3.06 0.03 -3.58 0.117
H 4.48 1.13 -3.56 0.447
H 2.83 1.80 -3.40 -0.120
O 2.79 -2.43 -3.08 -0.789
S 2.37 -2.73 -1.69 0.802
O 1.49 -1.82 -0.94 0.219
O 1.57 -4.13 -1.70 0.032
C 2.17 -5.24 -2.43 -0.499
C 0.96 -5.94 -3.14 -1.172
C 3.78 -3.22 -0.64 -0.891
H 2.52 -5.94 -1.67 0.350
H 3.01 -4.92 -3.05 0.636
H 0.02 -5.55 -2.76 0.180
H 1.02 -6.99 -2.85 0.339
H 1.03 -5.79 -4.22 0.298
H 3.44 -3.62 0.31 0.140
H 4.38 -2.33 -0.47 0.347
H 4.29 -4.01 -1.20 0.453
O -0.27 0.14 -2.00 -0.261
S -0.22 0.60 -3.42 0.735
O 0.60 1.78 -3.82 -0.642
O 0.20 -0.68 -4.45 -0.429
C -0.48 -1.92 -4.26 0.685
C -0.02 -3.02 -5.27 -1.438
C -1.92 0.91 -3.98 -1.179
H -1.55 -1.80 -4.41 0.396
H -0.43 -2.30 -3.24 -0.409
H -0.24 -4.02 -4.89 0.212
H 1.01 -2.91 -5.59 0.355
H -0.69 -3.06 -6.13 0.437
H -2.26 1.89 -3.63 0.239
H -2.50 0.13 -3.49 0.373
H -1.89 0.79 -5.06 0.459
O -0.62 2.07 -0.03 -0.349
S -1.04 3.48 -0.23 0.587
O -0.13 4.57 -0.13 -0.628
O -2.00 3.58 -1.60 -0.155
C -1.94 4.82 -2.34 -0.576
C -0.74 4.80 -3.31 -0.574
C -2.36 3.96 0.92 -1.004
H -1.86 5.68 -1.67 0.404
H -2.87 5.01 -2.87 0.434
H -0.72 3.81 -3.76 0.023
H 0.23 4.79 -2.82 0.037
H -0.70 5.64 -3.99 0.454
H -2.38 5.05 0.92 0.465
H -2.21 3.46 1.88 0.034
H -3.32 3.67 0.49 0.415
```

Values from the calculation:
Total energy ... -237111.469 eV
Multiplicity ... 2
Expectation value of S² ... 0.752
Gap between HOMO and LUMO (spin up / spin down) ... 1.91 / 9.12 eV
Highest occupied orbital energy (spin up / spin down) ... -2.19 / -9.47 eV

***

# 2
Density functional theory data (the ωB97M-V functional and the def2-TZVPD basis) for a 8-piece molecular cluster, C21H56BF4O21S7 overall.

XYZ file:
```
110
Properties=species:S:1:pos:R:3:mulliken_charge:R:1
B 0.79 0.11 -0.35 -0.014
F 0.38 -1.23 -0.20 -0.207
F 2.18 0.18 -0.55 -0.180
F 0.19 0.68 -1.50 -0.101
F 0.45 0.88 0.77 -0.110
O 5.55 -0.93 4.86 -0.642
S 4.81 -0.37 3.77 1.216
O 5.33 0.70 2.98 -0.650
O 4.41 -1.60 2.86 -0.351
C 3.82 -1.38 1.57 0.048
C 3.77 -2.69 0.85 -0.818
C 3.18 0.07 4.36 -0.644
H 4.32 -0.57 1.03 0.636
H 2.80 -0.99 1.67 -0.198
H 4.72 -3.01 0.41 0.403
H 3.10 -2.63 -0.01 -0.219
H 3.46 -3.55 1.43 0.346
H 3.26 0.75 5.20 0.513
H 2.65 -0.83 4.65 0.076
H 2.65 0.55 3.53 0.165
O -2.67 4.97 4.00 -0.518
S -2.14 3.67 4.21 1.217
O -2.46 2.92 5.40 -0.693
O -2.62 2.76 2.98 -0.243
C -2.26 1.38 2.94 -0.140
C -2.46 0.92 1.52 0.101
C -0.38 3.71 3.86 -0.712
H -2.96 0.80 3.56 0.232
H -1.27 1.17 3.35 0.044
H -2.21 -0.13 1.41 -0.268
H -1.90 1.55 0.82 -0.402
H -3.49 1.09 1.21 0.534
H 0.10 2.75 3.98 0.308
H 0.00 4.53 4.46 0.425
H -0.31 3.92 2.80 0.090
O -0.39 2.13 -8.04 -0.643
S -1.27 1.26 -7.33 1.217
O -1.19 -0.16 -7.49 -0.606
O -1.10 1.64 -5.80 -0.368
C -1.80 0.86 -4.79 0.483
C -2.14 1.74 -3.61 -1.068
C -2.98 1.76 -7.63 -0.910
H -1.14 0.06 -4.45 -0.345
H -2.65 0.37 -5.26 0.451
H -1.40 2.49 -3.36 0.286
H -2.30 1.15 -2.71 0.095
H -3.09 2.24 -3.85 0.464
H -3.60 0.96 -7.25 0.308
H -3.03 1.91 -8.71 0.395
H -3.10 2.69 -7.08 0.296
O 1.75 -3.27 3.42 -0.625
S 0.36 -3.39 3.11 1.229
O -0.06 -4.27 2.06 -0.668
O -0.42 -3.79 4.44 -0.342
C 0.18 -3.47 5.71 0.139
C -0.89 -3.66 6.76 -1.306
C -0.36 -1.81 2.82 0.078
H 0.62 -2.47 5.67 0.090
H 1.03 -4.13 5.86 0.322
H -0.91 -4.72 7.03 0.332
H -1.90 -3.52 6.37 0.324
H -0.75 -3.08 7.67 0.359
H -0.07 -1.55 1.80 -0.633
H 0.08 -1.06 3.47 0.244
H -1.44 -1.93 2.81 0.524
O 1.43 -3.12 -5.79 -0.662
S 1.80 -3.10 -4.41 1.174
O 1.63 -4.31 -3.64 -0.620
O 3.35 -2.68 -4.32 -0.407
C 3.94 -2.62 -3.01 -0.183
C 4.31 -1.20 -2.66 -0.768
C 1.01 -1.74 -3.59 -0.051
H 4.83 -3.25 -3.07 0.369
H 3.30 -3.05 -2.24 0.209
H 4.80 -1.11 -1.69 0.241
H 3.42 -0.57 -2.59 0.053
H 4.98 -0.75 -3.39 0.387
H -0.06 -1.87 -3.69 -0.106
H 1.46 -0.82 -3.95 0.672
H 1.20 -1.88 -2.52 -0.527
O -2.74 -2.22 -3.40 -0.583
S -2.59 -2.93 -2.17 1.232
O -3.48 -4.02 -1.87 -0.687
O -1.08 -3.43 -2.10 -0.041
C -0.78 -4.42 -1.08 -0.217
C -0.79 -5.80 -1.70 -1.662
C -2.51 -1.72 -0.86 -0.363
H -1.52 -4.37 -0.28 0.634
H 0.19 -4.14 -0.70 0.173
H -0.31 -5.85 -2.67 0.305
H -1.81 -6.18 -1.77 0.377
H -0.29 -6.54 -1.05 0.420
H -2.07 -2.20 0.01 -0.060
H -3.47 -1.25 -0.66 0.636
H -1.80 -1.02 -1.30 -0.273
O -2.35 7.48 2.64 -0.589
S -1.26 7.11 1.80 1.198
O -0.02 6.64 2.35 -0.600
O -1.86 6.03 0.75 -0.330
C -0.87 5.25 0.05 -0.379
C -1.52 4.04 -0.60 -0.594
C -0.94 8.41 0.60 -1.030
H -0.06 4.93 0.70 0.366
H -0.36 5.88 -0.70 0.323
H -2.40 3.80 0.01 0.345
H -0.92 3.13 -0.64 -0.135
H -1.94 4.34 -1.56 0.319
H -0.04 8.15 0.07 0.347
H -0.80 9.32 1.19 0.415
H -1.85 8.51 0.01 0.306
```

Values from the calculation:
ΔE to the lowest compared entry with this formula, charge and spin ... 0.0 kcal per mole
Total charge ... -1
Total energy ... -153082.586 eV
Gap between HOMO and LUMO ... 10.58 eV
Highest occupied orbital energy ... -8.78 eV

***

# 3
Density functional theory data (the ωB97M-V functional and the def2-TZVPD basis) for C21H56ClInNO7P2Si4 as an isolated structure.

XYZ file:
```
93
Properties=species:S:1:pos:R:3:mulliken_charge:R:1
C -2.26 5.52 -1.61 -0.808
C -0.74 5.82 -1.45 -0.607
C 0.01 4.44 -1.41 1.064
C 0.85 4.33 -0.10 -1.374
In -0.06 2.93 1.42 0.534
C -2.07 3.63 2.15 -1.127
C -1.91 4.85 3.11 0.160
C -3.32 5.42 3.35 0.199
N -3.83 6.32 2.32 -0.681
O -3.95 5.11 4.28 -0.460
C -0.16 0.87 0.52 -0.783
C -0.85 -0.16 1.36 0.417
O -1.90 -0.56 1.10 -0.499
Cl 0.00 -0.84 2.81 -0.233
P 1.53 3.07 3.45 -0.141
P 0.58 2.22 5.19 0.764
O -0.72 1.59 4.93 -0.569
O 0.36 3.40 6.34 -0.537
O 1.67 1.19 5.84 -0.468
H -2.65 5.10 -0.67 0.099
H -2.40 4.74 -2.38 0.156
H -2.85 6.42 -1.84 0.396
H -0.55 6.42 -0.55 0.365
H -0.40 6.37 -2.34 0.306
H 0.74 4.46 -2.24 0.188
H -0.68 3.60 -1.57 -0.828
H 1.06 5.30 0.37 0.448
H 1.83 3.87 -0.35 0.343
H -2.72 3.90 1.31 0.361
H -2.52 2.83 2.76 0.399
H -1.24 5.59 2.63 0.268
H -1.45 4.57 4.07 -0.150
H -3.07 6.97 2.12 0.337
H -3.99 5.78 1.47 0.344
H -0.74 0.92 -0.42 0.122
H 0.85 0.52 0.24 0.405
H 1.59 4.47 3.73 -0.033
H 0.25 4.22 5.84 0.292
H 1.30 0.77 6.63 0.315
O 2.68 -6.54 3.31 -0.499
Si 2.67 -7.83 4.35 0.469
C 0.92 -8.48 4.55 -1.015
C 3.31 -7.29 6.03 -1.012
C 3.74 -9.24 3.76 -1.048
Si 1.97 -5.04 3.24 0.499
C 2.46 -4.10 1.70 -0.844
C 2.49 -4.01 4.72 -0.908
C 0.11 -5.21 3.24 -0.930
H 0.29 -7.74 5.05 0.297
H 0.92 -9.39 5.14 0.377
H 0.48 -8.70 3.57 0.277
H 4.28 -6.81 5.93 0.275
H 3.42 -8.15 6.70 0.376
H 2.62 -6.58 6.51 0.296
H 4.79 -8.92 3.66 0.284
H 3.40 -9.62 2.80 0.285
H 3.71 -10.06 4.48 0.294
H 3.54 -3.94 1.66 0.284
H 1.97 -3.12 1.70 0.171
H 2.16 -4.63 0.79 0.280
H 2.08 -4.43 5.65 0.281
H 2.12 -2.99 4.62 0.341
H 3.57 -3.98 4.81 0.266
H -0.25 -5.60 4.19 0.283
H -0.22 -5.88 2.44 0.260
H -0.36 -4.23 3.08 0.381
O -1.74 0.81 -6.22 -0.571
Si -1.16 0.31 -7.68 0.466
C 0.21 -0.95 -7.43 -1.022
C -0.47 1.77 -8.63 -1.017
C -2.48 -0.48 -8.74 -1.056
Si -1.13 1.56 -4.86 0.452
C -2.42 1.82 -3.55 -0.579
C -0.42 3.24 -5.32 -0.753
C 0.24 0.52 -4.13 -0.953
H 1.08 -0.49 -6.97 0.300
H 0.52 -1.37 -8.39 0.377
H -0.14 -1.76 -6.79 0.283
H -1.21 2.57 -8.70 0.278
H -0.19 1.48 -9.65 0.378
H 0.42 2.17 -8.14 0.299
H -3.30 0.22 -8.95 0.285
H -2.90 -1.36 -8.26 0.285
H -2.05 -0.79 -9.70 0.296
H -3.24 2.45 -3.91 0.285
H -1.97 2.31 -2.68 -0.102
H -2.85 0.86 -3.21 0.336
H 0.45 3.14 -5.97 0.306
H -0.12 3.78 -4.42 0.164
H -1.17 3.84 -5.85 0.283
H 1.10 0.47 -4.80 0.312
H -0.11 -0.50 -3.94 0.284
H 0.58 0.94 -3.18 0.380
```

Values from the calculation:
Total charge ... -1
Total energy ... -106305.147 eV
Gap between HOMO and LUMO ... 7.29 eV
Highest occupied orbital energy ... -5.18 eV

***

Question: Which of these has the lowest total energy?
Answer: C21H56AsCaF6O21S7

***

Question: total energy of number 2 (C21H56BF4O21S7)?
Answer: -153082.586 eV

***

Question: What is the total energy in the second record?
Answer: -153082.586 eV